(1)
Formula: C9H9Cl2N4
Source: the OMol25 dataset
Level of theory: ωB97M-V/def2-TZVPD

Geometry (Å):
N: -0.77 -1.97 0.16
C: -0.87 -0.73 -0.66
C: -1.03 -1.00 -2.13
C: -0.62 -0.11 -3.02
C: 0.06 1.11 -2.59
Cl: 0.26 2.34 -3.75
C: 0.52 1.24 -1.33
C: 0.37 0.11 -0.38
Cl: 1.86 -1.01 -0.60
C: 0.49 0.50 1.07
N: 1.10 1.63 1.39
C: 1.23 1.88 2.68
N: 0.78 1.09 3.64
C: 0.18 -0.01 3.25
N: 0.01 -0.36 1.98
H: -1.61 -2.55 0.11
H: -0.55 -1.58 1.15
H: 0.06 -2.49 -0.17
H: -1.75 -0.17 -0.30
H: -1.55 -1.90 -2.42
H: -0.76 -0.25 -4.08
H: 1.08 2.09 -1.00
H: 1.73 2.79 2.96
H: -0.21 -0.67 4.01

* gap between HOMO and LUMO: 8.5213 eV
* calculated total energy: -40477.4467 eV
* ΔE to the lowest compared entry with this formula, charge and spin: 0.0000 eV
* SMILES: [NH3+][C@@H]1C=CC(Cl)=C[C@@]1(Cl)c1ncncn1
* E_HOMO: -0.4684 Eh
* total charge: +1

***

(2)
Formula: C5H8N2
Source: the OMol25 dataset
Level of theory: ωB97M-V/def2-TZVPD

Geometry (Å):
C: 2.36 -0.51 -0.06
C: 0.92 -0.12 -0.01
C: -0.20 -0.83 -0.36
C: -1.34 -0.02 -0.11
N: -2.67 -0.44 -0.40
C: -0.88 1.18 0.39
N: 0.49 1.10 0.43
H: 2.61 -1.22 0.72
H: 2.60 -0.97 -1.02
H: 3.02 0.36 0.06
H: -0.23 -1.83 -0.78
H: -3.27 0.32 -0.68
H: -3.09 -0.93 0.39
H: -1.41 2.08 0.68
H: 1.11 1.83 0.75

* gap between HOMO and LUMO: 8.8032 eV
* calculated total energy: -8294.7806 eV
* ΔE to the lowest compared entry with this formula, charge and spin: 0.2157 eV
* SMILES: Cc1cc(N)c[nH]1
* E_HOMO: -0.2848 Eh
* total charge: 0

***

(3)
Formula: C7H13NNiO2S
Source: the OMol25 dataset
Level of theory: ωB97M-V/def2-TZVPD

Geometry (Å):
C: 3.02 -0.11 0.52
C: 2.23 0.09 -0.78
S: 1.38 1.67 -0.97
C: -0.33 1.54 -0.33
C: -0.88 0.16 -0.03
C: -0.55 -0.39 1.39
O: -1.79 -0.45 2.10
C: -2.68 -0.85 1.19
O: -3.42 -1.76 1.23
C: -2.48 0.13 -0.06
N: -2.97 -0.51 -1.20
H: 2.39 -0.15 1.40
H: 3.72 0.71 0.66
H: 3.56 -1.07 0.48
H: 2.96 0.11 -1.61
H: 1.61 -0.78 -0.98
H: -0.38 2.17 0.55
H: -0.94 2.03 -1.09
H: -0.53 -0.49 -0.83
H: 0.18 0.20 1.94
H: -0.21 -1.42 1.27
H: -2.97 1.09 0.09
H: -2.99 -0.01 -2.09
H: -2.72 -1.49 -1.32
Ni: 4.79 -0.42 -1.54

* gap between HOMO and LUMO (spin up / spin down): 7.0245 / 4.8838 eV
* expectation value of S²: 2.007
* calculated total energy: -64911.4295 eV
* multiplicity: 3
* E_HOMO (spin up / spin down): -0.5872 / -0.5864 Eh
* total charge: +2

***

(4)
Formula: C10H30BrN6O4Y
Source: the OMol25 dataset
Level of theory: ωB97M-V/def2-TZVPD

Geometry (Å):
Y: 1.48 3.72 -1.69
Br: 0.80 1.24 -0.33
C: 2.08 -0.85 3.66
O: 3.13 -1.37 3.42
N: 1.38 -0.22 2.76
N: 1.52 -0.62 4.86
H: 1.64 -0.01 1.80
H: 0.47 0.11 3.06
H: 1.72 -1.34 5.54
H: 0.55 -0.34 4.86
C: -3.35 0.92 -1.19
O: -3.50 2.11 -1.37
N: -2.29 0.32 -0.81
N: -4.26 0.06 -1.62
H: -2.37 -0.67 -0.61
H: -1.42 0.83 -0.75
H: -3.96 -0.90 -1.72
H: -5.12 0.43 -1.99
C: 2.93 -3.24 -3.40
C: 2.55 -1.80 -3.07
C: 1.23 -1.35 -3.78
O: 1.35 -1.51 -5.22
C: 2.42 -0.84 -5.87
N: 2.50 -1.50 -1.63
H: 3.06 -3.32 -4.48
H: 2.22 -4.02 -3.14
H: 3.86 -3.38 -2.84
H: 3.38 -1.25 -3.52
H: 0.88 -0.32 -3.67
H: 0.40 -1.91 -3.36
H: 2.50 -1.06 -6.94
H: 3.42 -1.09 -5.53
H: 2.23 0.23 -5.84
H: 2.12 -0.58 -1.48
H: 3.38 -1.60 -1.14
C: -2.31 3.43 1.67
C: -1.59 2.64 2.80
C: -1.96 1.14 2.72
O: -1.43 0.37 3.77
C: -1.92 -0.99 3.90
N: -0.13 2.73 2.74
H: -2.07 2.90 0.75
H: -1.70 4.33 1.59
H: -3.39 3.61 1.69
H: -1.96 3.01 3.76
H: -1.48 0.68 1.85
H: -3.01 0.96 2.49
H: -1.59 -1.60 3.05
H: -3.00 -1.04 4.05
H: -1.50 -1.39 4.82
H: 0.13 2.30 1.87
H: -0.03 2.08 3.50

* gap between HOMO and LUMO (spin up / spin down): 5.0276 / 4.5368 eV
* expectation value of S²: 0.751
* calculated total energy: -99062.7422 eV
* multiplicity: 2
* E_HOMO (spin up / spin down): -0.4172 / -0.4172 Eh
* total charge: +1

***

(5)
Formula: C22H41BiClNOP3
Source: the OMol25 dataset
Level of theory: ωB97M-V/def2-TZVPD

Geometry (Å):
Bi: -0.62 -0.02 0.00
P: 1.45 0.43 2.02
P: -0.80 2.37 -1.26
P: 1.91 -0.12 -1.37
H: -0.05 -4.29 0.33
C: 0.77 -4.74 0.90
C: 1.21 -4.20 2.05
H: 0.71 -3.32 2.47
C: 0.98 0.49 3.80
C: 2.24 2.08 1.81
C: 2.88 -0.72 2.11
C: -1.82 2.26 -2.77
C: -1.66 3.64 -0.26
C: 0.72 3.23 -1.80
C: 2.53 -1.83 -1.18
C: 3.46 0.87 -1.29
C: 1.59 -0.09 -3.18
H: 1.21 -5.65 0.48
H: 2.05 -4.62 2.62
H: 0.18 -0.23 3.99
H: 0.65 1.49 4.08
H: 1.85 0.22 4.41
H: 1.53 2.78 1.34
H: 3.14 2.02 1.18
H: 2.51 2.48 2.79
H: 2.53 -1.75 1.96
H: 3.31 -0.65 3.12
H: 3.65 -0.47 1.38
H: -1.56 3.08 -3.46
H: -2.88 2.33 -2.51
H: -1.65 1.30 -3.28
H: -1.71 4.59 -0.82
H: -1.14 3.83 0.69
H: -2.69 3.32 -0.04
H: 0.44 4.21 -2.21
H: 1.24 2.66 -2.58
H: 1.40 3.39 -0.96
H: 3.07 -2.12 -2.09
H: 1.68 -2.51 -1.03
H: 3.20 -1.91 -0.31
H: 4.06 0.65 -2.18
H: 4.04 0.63 -0.39
H: 3.22 1.95 -1.28
H: 2.55 0.00 -3.71
H: 0.96 0.77 -3.46
H: 1.09 -1.01 -3.49
C: -1.24 -2.17 -2.55
C: -2.44 -1.56 -3.01
C: -2.99 -1.96 -4.22
C: -2.41 -3.00 -4.96
C: -1.28 -3.67 -4.46
C: -0.71 -3.29 -3.25
O: -0.55 -1.67 -1.55
H: -1.43 1.73 2.01
H: -2.88 -0.76 -2.41
H: -3.88 -1.45 -4.59
H: -2.84 -3.29 -5.92
H: -0.84 -4.49 -5.02
H: 0.16 -3.78 -2.83
Cl: -2.86 3.22 6.28
C: -2.72 2.07 5.01
C: -3.24 0.78 5.17
C: -3.18 -0.12 4.10
C: -2.56 0.26 2.93
N: -2.01 1.49 2.82
C: -2.09 2.43 3.82
H: -3.69 0.50 6.12
H: -3.60 -1.11 4.18
H: -2.47 -0.40 2.06
H: -1.66 3.41 3.65

* gap between HOMO and LUMO: 4.6025 eV
* calculated total energy: -73217.9264 eV
* ΔE to the lowest compared entry with this formula, charge and spin: 1.0179 eV
* E_HOMO: -0.5440 Eh
* total charge: +3

***

(6)
Formula: C7H15NO
Source: the OMol25 dataset
Level of theory: ωB97M-V/def2-TZVPD

Geometry (Å):
C: -0.47 0.81 1.66
C: 1.04 -1.06 1.32
C: -0.70 -2.01 -0.95
N: 0.08 -0.13 0.65
C: -1.09 -0.89 -0.02
O: -2.20 -0.76 0.43
H: -0.99 0.26 2.43
H: 0.51 -1.67 2.06
H: 1.81 -0.47 1.80
H: 0.36 1.38 2.08
H: -1.17 1.48 1.17
H: 1.50 -1.71 0.57
H: -0.54 -2.91 -0.36
H: 0.19 -1.80 -1.53
H: -1.54 -2.18 -1.62
C: -0.82 1.08 -1.61
C: 0.76 0.67 -0.57
C: 1.59 1.72 -0.24
H: 1.20 -0.08 -1.22
H: -1.65 0.44 -1.95
H: -1.24 1.95 -1.09
H: -0.28 1.41 -2.49
H: 1.26 2.52 0.42
H: 2.40 1.94 -0.92

* gap between HOMO and LUMO: 6.5991 eV
* calculated total energy: -11035.3286 eV
* ΔE to the lowest compared entry with this formula, charge and spin: 5.3460 eV
* E_HOMO: -0.2205 Eh
* total charge: 0